Density functional theory data (the ωB97M-V functional and the def2-TZVPD basis) for a 6-piece molecular cluster, C40H30F4N6O13 overall in a non-equilibrium geometry.

Geometry (Å):
O 3.6030 3.3182 3.6676
C 3.0837 2.3402 3.2274
N 3.8670 1.1685 2.7942
C 3.1844 0.6085 1.6341
O 3.6394 0.0457 0.6811
C 1.6833 0.9116 1.9037
C 0.4642 0.3404 1.3752
C -0.8034 0.8844 1.8930
C -2.1541 0.2701 1.3621
F -1.8576 -0.7376 0.4460
F -2.9191 1.2608 0.7896
C -2.8729 -0.3911 2.6293
F -3.6748 -1.4567 2.2853
F -1.8326 -0.9070 3.4121
C -0.8985 1.9550 2.8709
O -2.0954 2.4798 3.3230
C 0.3613 2.5228 3.4119
C 1.6030 1.9896 2.9189
H 3.8541 0.4657 3.5463
H 0.5147 -0.4651 0.6138
H -3.4005 0.3968 3.2194
H -1.8597 3.2223 3.9103
H 0.3950 3.3180 4.1805
C -2.6166 -4.1910 0.4920
C -1.8699 -5.2591 0.0086
C -2.3795 -6.5483 0.0712
C -3.6396 -6.7545 0.6160
C -4.3898 -5.6948 1.1082
C -3.8724 -4.4089 1.0447
N -4.1916 -8.1117 0.6611
O -3.5016 -9.0194 0.2387
O -5.3159 -8.2538 1.1164
H -2.2187 -3.1842 0.4369
H -0.8905 -5.0854 -0.4204
H -1.7905 -7.3734 -0.3079
H -5.3705 -5.8536 1.5379
H -4.4491 -3.5746 1.4225
C -0.4051 7.9443 -1.1274
C 0.4033 6.8172 -1.0417
C 0.3756 6.0283 0.0989
C -0.4693 6.3764 1.1452
C -1.2755 7.5050 1.0719
C -1.2401 8.2904 -0.0709
N -0.5188 5.5325 2.3390
O 0.2166 4.5560 2.3805
O -1.2936 5.8421 3.2284
H -0.3850 8.5555 -2.0227
H 1.0533 6.5528 -1.8676
H 1.0089 5.1522 0.1564
H -1.9311 7.7808 1.8879
H -1.8663 9.1714 -0.1412
C 6.2967 -0.9984 -0.0014
C 7.4070 -0.7084 0.7841
C 8.6162 -1.3466 0.5441
C 8.7035 -2.2709 -0.4886
C 7.5995 -2.5736 -1.2742
C 6.3929 -1.9334 -1.0265
N 9.9854 -2.9287 -0.7612
O 10.9290 -2.6539 -0.0408
O 10.0354 -3.7098 -1.6950
H 5.3512 -0.4917 0.1866
H 7.3292 0.0195 1.5833
H 9.4741 -1.1134 1.1614
H 7.6642 -3.2973 -2.0766
H 5.5257 -2.1599 -1.6354
C 6.8178 8.1632 -3.2629
C 6.7912 7.1146 -4.1743
C 5.5796 6.5567 -4.5564
C 4.4014 7.0604 -4.0220
C 4.4183 8.1029 -3.1051
C 5.6339 8.6540 -2.7257
N 3.1177 6.4897 -4.4423
O 3.1396 5.5658 -5.2319
O 2.0989 6.9772 -3.9781
H 7.7656 8.6007 -2.9705
H 7.7163 6.7340 -4.5896
H 5.5692 5.7403 -5.2669
H 3.5013 8.4941 -2.6835
H 5.6592 9.4695 -2.0133
C -8.0805 -8.0957 0.4069
C -8.8228 -6.9482 0.1519
C -9.8361 -6.9718 -0.7963
C -10.0996 -8.1514 -1.4793
C -9.3588 -9.3007 -1.2369
C -8.3451 -9.2688 -0.2892
N -11.1859 -8.1872 -2.4640
O -11.8032 -7.1560 -2.6655
O -11.4117 -9.2463 -3.0216
H -7.2944 -8.0758 1.1514
H -8.6126 -6.0348 0.6956
H -10.4085 -6.0733 -0.9877
H -9.5594 -10.2201 -1.7717
H -7.7623 -10.1598 -0.0894

Calculated values
frontier orbital gap: 8.277 eV
SMILES: O=C1NC(=O)c2cc(C(F)(F)C(F)F)c(O)cc21.O=[N+]([O-])c1ccccc1.O=[N+]([O-])c1ccccc1.O=[N+]([O-])c1ccccc1.O=[N+]([O-])c1ccccc1.O=[N+]([O-])c1ccccc1

=====

Density functional theory data (the ωB97M-V functional and the def2-TZVPD basis) for a 2-piece molecular cluster, C40H31BF9N3O3 overall in a non-equilibrium geometry.

Geometry (Å):
F 1.5310 -1.5806 1.7954
C 1.3150 -2.3245 2.9371
C 0.0968 -2.9800 3.0853
C -0.1154 -3.6827 4.2656
F -1.4144 -4.0903 4.4799
C 0.8811 -3.9195 5.2288
B 0.7321 -4.9117 6.4796
C -0.5220 -5.9142 6.3662
C -1.5254 -6.0543 7.3294
F -1.4995 -5.2866 8.4751
C -2.5954 -6.9417 7.2093
C -2.6622 -7.7309 6.0619
F -3.7197 -8.5954 5.9011
C -1.6761 -7.6830 5.0763
C -0.6430 -6.7768 5.2660
F 0.3207 -6.7496 4.2918
C 2.0309 -5.8244 6.7991
C 2.2351 -6.3085 8.0952
F 1.3075 -6.0415 9.0860
C 3.3364 -7.0598 8.4980
C 4.2828 -7.3657 7.5195
F 5.4284 -8.0316 7.8888
C 4.1128 -6.9969 6.1929
C 2.9989 -6.2282 5.8683
F 2.8749 -5.9010 4.5433
H 0.5888 -4.1387 7.4774
C 2.0519 -3.1723 5.0292
F 3.0122 -3.1654 6.0225
C 2.3152 -2.4027 3.9036
H -0.6940 -2.9142 2.3390
H -3.3297 -6.9874 8.0117
H -1.6931 -8.3083 4.1885
H 3.4255 -7.3750 9.5326
H 4.8204 -7.2698 5.4152
H 3.2646 -1.8884 3.7797
C 4.2068 -1.6311 14.5244
N 4.1887 -2.0611 13.1440
C 5.2528 -2.7314 12.6050
O 6.3247 -2.9381 13.1656
C 4.8644 -3.1392 11.1851
C 5.0968 -4.6220 10.8549
C 6.5635 -5.0034 10.8524
C 7.0282 -6.0725 11.6292
C 8.4052 -6.2949 11.7386
C 9.2983 -5.5165 10.9866
C 8.8226 -4.4893 10.1619
C 7.4487 -4.2588 10.0608
N 3.4571 -2.7364 11.1144
C 2.7875 -2.8465 9.9418
C 1.4048 -2.7786 9.8233
C 0.6945 -2.5072 8.6504
C -0.7193 -2.2114 8.6738
C -1.4033 -1.8693 7.4729
C -2.7503 -1.5616 7.4710
C -3.4516 -1.5267 8.6919
N -4.7477 -0.9297 8.7084
O -5.4019 -0.9076 9.7764
O -5.1747 -0.4236 7.6405
C -2.8226 -1.8823 9.8967
C -1.4752 -2.1860 9.8913
C 2.9399 -2.2172 12.4077
C 2.0424 -3.2270 13.1521
C 2.2278 -0.8602 12.3165
H 5.2422 -1.5868 14.8640
H 3.7473 -0.6404 14.6031
H 3.6527 -2.3310 15.1655
H 5.4741 -2.5286 10.4887
H 4.5338 -5.2327 11.5790
H 4.6484 -4.8149 9.8690
H 6.3001 -6.6845 12.1722
H 8.7697 -7.0729 12.4133
H 10.3681 -5.7077 11.0561
H 9.5090 -3.8589 9.5952
H 7.0482 -3.4863 9.4004
H 3.4070 -3.0065 9.0456
H 0.8209 -3.0104 10.7206
H 1.2564 -2.2413 7.7435
H -0.8308 -1.8219 6.5440
H -3.2759 -1.3141 6.5511
H -3.4157 -1.8921 10.8102
H -0.9875 -2.3759 10.8454
H 2.6529 -4.0233 13.6073
H 1.5098 -2.6974 13.9555
H 1.3043 -3.6892 12.4892
H 2.9568 -0.0685 12.0955
H 1.4597 -0.8724 11.5388
H 1.7533 -0.6486 13.2850

Calculated values
frontier orbital gap: 5.619 eV

=====

Density functional theory data (the ωB97M-V functional and the def2-TZVPD basis) for C40H31FN7O7PdS3 as an isolated structure in a non-equilibrium geometry.

Geometry (Å):
Pd -0.1543 0.1546 0.0027
C 5.1563 -0.2754 -5.9030
C 4.2195 0.9000 -5.6345
N 3.2006 0.5278 -4.6721
C 3.3990 0.8432 -3.3697
C 2.5891 0.4539 -2.3561
C 2.8985 0.9682 -0.9437
O 3.9981 1.4494 -0.7521
O 1.9481 0.8614 -0.1116
C 1.4669 -0.4091 -2.6031
O 0.7975 -0.9747 -1.7224
C 1.1805 -0.6100 -4.0276
C -0.0165 -1.2161 -4.4093
C -0.3459 -1.3597 -5.7337
F -1.5707 -1.8566 -6.0379
C 0.5442 -1.0030 -6.7572
C 1.7555 -0.4421 -6.3656
C 2.0693 -0.1655 -5.0290
N 0.3112 -1.2473 -8.1211
C -0.8238 -2.0386 -8.5637
C -0.5876 -2.4365 -10.0313
N 0.8785 -2.4419 -10.2568
C 1.4171 -1.0544 -10.2530
C 0.6919 -0.2854 -9.1308
H 5.9332 0.0163 -6.6038
H 4.6175 -1.1333 -6.3020
H 5.6253 -0.5824 -4.9723
H 3.7499 1.2544 -6.5547
H 4.7853 1.7361 -5.2197
H 4.2642 1.4478 -3.1373
H -0.7120 -1.5299 -3.6465
H 2.4654 -0.1830 -7.1300
H -1.7795 -1.5049 -8.4804
H -0.8860 -2.9330 -7.9433
H -1.0470 -1.7333 -10.7273
H -1.0011 -3.4254 -10.2264
H 1.1287 -2.9316 -11.1205
H 1.2922 -2.9329 -9.4529
H 1.2437 -0.5903 -11.2242
H 2.4922 -1.1058 -10.0768
H -0.1928 0.2223 -9.5368
H 1.3431 0.4824 -8.7214
O -1.5054 0.5868 -1.9303
C -2.1016 -0.4669 -1.6729
N -1.7115 -1.2550 -0.6574
C -2.5459 -2.3325 -0.4935
O -2.4928 -3.1594 0.3818
C -3.5560 -2.2469 -1.5977
C -4.6212 -3.0657 -1.8867
C -5.4440 -2.6965 -2.9467
C -5.1690 -1.5639 -3.6955
C -4.0774 -0.7451 -3.4098
C -3.2828 -1.0908 -2.3362
H -4.8047 -3.9524 -1.3004
H -6.3146 -3.2926 -3.1765
H -5.8259 -1.3088 -4.5135
H -3.8760 0.1456 -3.9843
S 2.0141 0.1502 6.9865
C 1.9281 0.8399 5.4918
S 0.5543 0.6903 4.4174
C 1.4565 1.6594 3.2107
N 2.6255 2.0017 3.6531
N 2.8959 1.5744 4.8727
C 4.1941 1.8066 5.3860
C 5.2681 1.6821 4.5092
C 6.5543 1.8520 4.9844
C 6.7693 2.1535 6.3194
C 5.6940 2.3156 7.1773
C 4.3983 2.1484 6.7184
S 0.8173 2.1441 1.7279
H 5.0796 1.4425 3.4753
H 7.3953 1.7347 4.3200
H 7.7750 2.2596 6.6955
H 5.8620 2.5725 8.2117
H 3.5621 2.2917 7.3857
O -4.0109 1.3138 0.6612
C -3.2914 0.6939 1.4034
N -1.9214 0.5408 1.2845
C -1.4680 -0.3908 2.1436
O -0.2975 -0.7996 2.0841
C -2.5644 -0.8066 3.0503
C -2.6405 -1.7115 4.0896
C -3.8918 -1.9142 4.6680
C -5.0139 -1.2344 4.2224
C -4.9346 -0.3241 3.1702
C -3.7000 -0.1275 2.5929
H -1.7739 -2.2649 4.4196
H -3.9921 -2.6390 5.4618
H -5.9697 -1.4288 4.6866
H -5.8079 0.1925 2.8047

Calculated values
charge: +1
2S+1: 5
frontier orbital gap (alpha / beta): 6.602 / 4.836 eV

=====

Density functional theory data (the ωB97M-V functional and the def2-TZVPD basis) for C40H31N6O3PtSSe as an isolated structure.

Geometry (Å):
Pt -0.3956 0.5253 -1.0804
O -0.3711 -0.6278 -2.7499
N -1.4959 -0.6133 -3.4802
C -1.5628 -1.5292 -4.4729
C -2.6452 -1.5903 -5.2992
C -3.6930 -0.6807 -5.0992
C -3.6040 0.2348 -4.0870
C -2.4802 0.2789 -3.2404
S -2.3176 1.3969 -1.9532
H -0.7017 -2.1771 -4.5282
H -2.6754 -2.3336 -6.0811
H -4.5660 -0.7041 -5.7369
H -4.3919 0.9508 -3.9006
N 6.4086 2.5198 6.3599
C 5.6380 2.2663 5.5462
C 4.6729 1.9493 4.5273
C 4.0793 0.6900 4.5019
C 3.1538 0.3878 3.5183
C 2.8081 1.3379 2.5624
C 3.4006 2.5973 2.5979
C 4.3353 2.9040 3.5708
C 1.8101 1.0145 1.5054
C 0.6045 1.7273 1.5382
C 0.1804 2.6160 2.5565
C -1.0888 3.0373 2.2222
C -1.4095 2.3952 1.0115
N -0.4139 1.6142 0.6024
C 2.1482 0.0317 0.5890
C 3.3346 -0.7595 0.5433
C 3.1883 -1.6384 -0.4999
C 1.9314 -1.3522 -1.0860
N 1.3203 -0.3690 -0.4510
H 4.3440 -0.0428 5.2520
H 2.6791 -0.5835 3.4913
H 3.1283 3.3337 1.8532
H 4.8047 3.8779 3.5960
H 0.7525 2.8825 3.4299
H -1.7211 3.7238 2.7619
H -2.3325 2.4610 0.4574
H 4.1709 -0.6741 1.2171
H 3.8849 -2.3899 -0.8338
H 1.4806 -1.8045 -1.9549
C -5.4721 2.5734 -0.3111
O -4.7519 1.7417 0.5815
C -4.8421 0.3921 0.3919
C -5.5687 -0.2201 -0.6147
C -5.6117 -1.6098 -0.6806
C -4.9529 -2.3795 0.2606
C -4.2222 -1.7648 1.2681
C -4.1460 -0.3865 1.3234
N -3.4643 0.3104 2.3398
C -2.4155 -0.0008 3.1078
C -1.4085 -0.9417 3.0092
C -0.5676 -1.0902 4.1685
C 0.4643 -1.9602 4.1952
C 0.7672 -2.7256 3.0191
C 0.0540 -2.5907 1.8810
C -1.0770 -1.6755 1.7852
O -1.6694 -1.4881 0.7191
H -5.2896 3.5946 0.0127
H -6.5432 2.3620 -0.2675
H -5.1071 2.4497 -1.3327
H -6.0979 0.3709 -1.3482
H -6.1766 -2.0841 -1.4727
H -4.9967 -3.4588 0.2140
H -3.7080 -2.3529 2.0148
H -3.8870 1.2025 2.5497
H -2.3557 0.6512 3.9748
H -0.7984 -0.4937 5.0451
H 1.0672 -2.0767 5.0859
H 1.6037 -3.4156 3.0449
H 0.2996 -3.1433 0.9829
Se 2.7139 0.9254 -3.6184
C 4.1226 -0.0252 -4.4506
C 3.8985 -0.7858 -5.5936
C 4.9625 -1.4810 -6.1453
N 6.1982 -1.4711 -5.6523
C 6.3970 -0.7386 -4.5590
C 5.4090 -0.0054 -3.9218
H 2.9202 -0.8394 -6.0529
H 4.8083 -2.0790 -7.0372
H 7.4065 -0.7361 -4.1623
H 5.6446 0.5618 -3.0310

Calculated values
relative energy (zero: lowest compared OMol25 entry of this formula, charge and spin): 3.5 kJ/mol
2S+1: 2
frontier orbital gap (alpha / beta): 6.703 / 5.328 eV

=====

Density functional theory data (the ωB97M-V functional and the def2-TZVPD basis) for C40H32AsClN3OTi as an isolated structure.

Geometry (Å):
Ti -0.9249 0.9204 0.2444
C -0.8686 0.9793 4.5932
C -1.6087 -0.1854 4.8884
C -1.9592 -1.0307 3.8775
C -1.5829 -0.7215 2.5564
N -0.9145 0.4267 2.2663
C -0.5546 1.2433 3.2967
C -1.8941 -1.5184 1.4178
C -2.4973 -2.7573 1.3956
C -2.7820 -3.3948 0.1944
C -2.5204 -2.7210 -1.0030
C -1.9284 -1.4857 -1.0006
N -1.5242 -0.8918 0.2126
C -1.7223 -0.6107 -2.1170
C -1.9507 -0.9330 -3.4645
C -1.7521 0.0183 -4.4244
C -1.2997 1.2984 -4.0574
C -1.0625 1.5470 -2.7390
N -1.2631 0.6149 -1.7707
H -0.5627 1.6698 5.3659
H -1.9016 -0.4018 5.9077
H -2.5279 -1.9278 4.0762
H -0.0018 2.1334 3.0254
H -2.7572 -3.2394 2.3296
H -3.2515 -4.3671 0.1856
H -2.8132 -3.1677 -1.9451
H -2.2919 -1.9252 -3.7242
H -1.9375 -0.2159 -5.4652
H -1.1345 2.0762 -4.7890
H -0.7025 2.5118 -2.4007
O 1.1139 1.1529 0.0144
As 1.9918 -0.3201 0.0855
C 1.7112 -1.2804 -1.5292
C 1.7036 -2.6671 -1.6291
C 1.6160 -3.2597 -2.8831
C 1.5622 -2.4741 -4.0253
C 1.5959 -1.0892 -3.9214
C 1.6660 -0.4880 -2.6759
C 1.7091 -1.3068 1.6772
C 2.1665 -0.7198 2.8596
C 1.9942 -1.3863 4.0604
C 1.3831 -2.6365 4.0842
C 0.9257 -3.2130 2.9093
C 1.0764 -2.5442 1.7001
C 3.8306 0.1678 0.0687
C 4.1918 1.2484 -0.7324
C 5.5240 1.6162 -0.8258
C 6.4891 0.9057 -0.1220
C 6.1258 -0.1691 0.6761
C 4.7914 -0.5432 0.7771
H 1.7889 -3.3000 -0.7569
H 1.6040 -4.3385 -2.9647
H 1.5057 -2.9425 -4.9994
H 1.5665 -0.4748 -4.8120
H 1.6812 0.5912 -2.6013
H 2.6523 0.2484 2.8515
H 2.3415 -0.9355 4.9807
H 1.2624 -3.1599 5.0241
H 0.4375 -4.1785 2.9295
H 0.6610 -2.9810 0.8007
H 3.4399 1.8164 -1.2657
H 5.8094 2.4574 -1.4434
H 7.5291 1.1958 -0.1938
H 6.8801 -0.7176 1.2244
H 4.5207 -1.3858 1.4014
Cl -0.6672 3.4446 0.5415
C -2.2291 3.9435 -0.1867
C -2.3362 5.2158 -0.7067
C -3.5168 5.5367 -1.3620
C -4.5177 4.5789 -1.4753
C -4.3600 3.3182 -0.9154
C -3.1997 2.9585 -0.2299
C -2.9616 1.6339 0.4326
H -1.5248 5.9251 -0.6188
H -3.6457 6.5221 -1.7878
H -5.4352 4.8189 -1.9965
H -5.1566 2.5878 -0.9931
H -3.7088 0.9052 0.1106
H -3.0968 1.7780 1.5114

Calculated values
charge: +1
relative energy (zero: lowest compared OMol25 entry of this formula, charge and spin): 2.5 kJ/mol
frontier orbital gap (alpha / beta): 5.184 / 5.194 eV

=====

Values for E_tot, eV, ordered as above
-88379.326, -77725.569, -105439.586, -136492.227, -144990.068